{
  "formula": "C4H8O",
  "method": "ωB97M-V/def2-TZVPD",
  "species": ["C", "C", "C", "O", "C", "H", "H", "H", "H", "H", "H", "H", "H"],
  "xyz": [[1.483, 0.174, 0.347], [-0.012, -0.042, 0.472], [-0.931, 0.943, -0.272], [-1.476, -0.087, -1.101], [-0.714, -1.046, -0.411], [2.045, -0.686, 0.728], [1.799, 1.055, 0.919], [1.773, 0.329, -0.699], [-0.295, -0.193, 1.516], [-0.418, 1.705, -0.871], [-1.717, 1.423, 0.321], [-1.358, -1.885, 0.129], [-0.189, -1.762, -1.079]],
  "energy_ha": -232.3904,
  "fmax_ev_per_a": 4.4,
  "lumo_energy_ha": 0.0408,
  "relative_energy_kj_mol": 145.0,
  "homo_ev": -9.383
}

---

{
  "formula": "C4H8O",
  "method": "ωB97M-V/def2-TZVPD",
  "species": ["C", "C", "C", "C", "H", "H", "H", "H", "H", "H", "H", "H", "O"],
  "xyz": [[1.544, 0.407, 0.168], [0.634, -0.668, -0.320], [-0.760, -0.657, -0.357], [-1.550, 0.516, 0.219], [2.585, -0.122, 0.239], [1.261, 0.667, 1.333], [1.577, 1.330, -0.532], [1.030, -1.367, -1.120], [-1.245, -1.244, -1.152], [-1.317, 0.458, 1.565], [-2.904, 0.425, -0.177], [-0.737, 1.707, -0.519], [-0.118, -1.453, 0.654]],
  "energy_ha": -232.2300,
  "fmax_ev_per_a": 4.9,
  "lumo_energy_ha": 0.0230,
  "relative_energy_kj_mol": 566.2,
  "homo_ev": -9.940
}

---

{
  "formula": "C4H8O",
  "method": "ωB97M-V/def2-TZVPD",
  "species": ["C", "C", "C", "C", "H", "H", "H", "H", "H", "H", "H", "H", "O"],
  "xyz": [[-0.279, 1.515, -0.222], [0.660, 0.273, -0.267], [-0.188, -1.000, -0.562], [0.056, -1.228, 0.979], [-1.295, 1.353, 0.162], [-0.342, 1.849, -1.337], [0.146, 2.429, 0.299], [1.525, 0.363, -0.941], [-1.221, -0.742, -0.955], [0.332, -1.673, -1.291], [-1.032, -0.794, 1.643], [0.551, -2.243, 1.449], [1.089, -0.102, 1.041]],
  "energy_ha": -232.3482,
  "fmax_ev_per_a": 4.2,
  "lumo_energy_ha": 0.0397,
  "relative_energy_kj_mol": 255.9,
  "homo_ev": -9.529
}

---

{
  "formula": "C4H8O",
  "method": "ωB97M-V/def2-TZVPD",
  "species": ["C", "O", "C", "C", "C", "H", "H", "H", "H", "H", "H", "H", "H"],
  "xyz": [[-1.610, -0.607, -0.658], [-0.262, -0.927, -0.903], [0.674, -0.546, 0.060], [1.451, 0.719, -0.134], [0.454, 0.608, 0.993], [-1.888, -0.764, 0.393], [-2.205, -1.270, -1.292], [-1.848, 0.434, -0.929], [1.215, -1.407, 0.452], [2.514, 0.729, 0.089], [1.154, 1.329, -0.983], [0.816, 0.519, 2.014], [-0.464, 1.181, 0.897]],
  "smiles": "COC1CC1",
  "energy_ha": -232.3852,
  "fmax_ev_per_a": 0.3,
  "lumo_energy_ha": 0.0430,
  "relative_energy_kj_mol": 158.7,
  "homo_ev": -9.418
}

---

{
  "formula": "C4H8O",
  "method": "ωB97M-V/def2-TZVPD",
  "species": ["C", "C", "O", "C", "C", "H", "H", "H", "H", "H", "H", "H", "H"],
  "xyz": [[-1.302, -0.694, -0.016], [-0.143, 0.278, -0.023], [-0.636, 1.565, -0.194], [1.140, 0.052, 0.695], [1.106, -0.046, -0.790], [-1.078, -1.772, -0.207], [-2.022, -0.325, -0.754], [-1.902, -0.778, 0.923], [-0.911, 1.959, 0.679], [1.648, 0.941, 1.105], [1.435, -0.842, 1.240], [1.058, -1.034, -1.240], [1.607, 0.697, -1.418]],
  "smiles": "CC1(O)CC1",
  "energy_ha": -232.4001,
  "fmax_ev_per_a": 2.2,
  "lumo_energy_ha": 0.0370,
  "relative_energy_kj_mol": 119.4,
  "homo_ev": -9.996
}

---

{
  "formula": "C4H8O2",
  "method": "ωB97M-V/def2-TZVPD",
  "species": ["C", "C", "O", "C", "C", "O", "H", "H", "H", "H", "H", "H", "H", "H"],
  "xyz": [[-1.506, 0.479, 1.105], [-0.068, 0.039, 0.908], [0.301, -0.965, 1.485], [0.838, 0.661, -0.161], [1.116, -0.471, -1.158], [-0.096, -1.009, -1.652], [-1.712, 0.646, 2.167], [-1.789, 1.351, 0.517], [-2.135, -0.367, 0.805], [0.363, 1.512, -0.662], [1.790, 1.002, 0.265], [1.713, -1.244, -0.659], [1.673, -0.113, -2.028], [-0.489, -1.520, -0.931]],
  "smiles": "CC(=O)CCO",
  "energy_ha": -307.6749,
  "fmax_ev_per_a": 0.5,
  "lumo_energy_ha": 0.0344,
  "relative_energy_kj_mol": 98.5,
  "homo_ev": -9.874
}

---

{
  "formula": "C4H8O2",
  "method": "ωB97M-V/def2-TZVPD",
  "species": ["O", "C", "C", "C", "C", "O", "H", "H", "H", "H", "H", "H", "H", "H"],
  "xyz": [[-1.361, 0.839, -1.482], [-1.477, 0.865, -0.277], [-0.951, -0.196, 0.657], [0.181, -1.043, 0.075], [1.323, -0.181, -0.461], [1.727, 0.781, 0.506], [-2.003, 1.716, 0.210], [-1.812, -0.825, 0.927], [-0.625, 0.288, 1.584], [0.561, -1.700, 0.866], [-0.188, -1.686, -0.733], [2.190, -0.810, -0.693], [1.004, 0.305, -1.389], [1.430, 1.647, 0.211]],
  "smiles": "O=CCCCO",
  "energy_ha": -307.6678,
  "fmax_ev_per_a": 0.5,
  "lumo_energy_ha": 0.0309,
  "relative_energy_kj_mol": 117.3,
  "homo_ev": -9.941
}

---

{
  "formula": "C4H8O2",
  "method": "ωB97M-V/def2-TZVPD",
  "species": ["C", "C", "C", "C", "O", "H", "H", "H", "H", "H", "H", "O", "H", "H"],
  "xyz": [[-1.522, 1.588, 1.527], [-0.260, 1.331, 1.853], [0.748, 0.865, 0.817], [1.965, 1.343, 0.634], [0.380, -0.356, 0.287], [-1.935, 1.576, 0.531], [-2.192, 2.112, 2.197], [0.118, 1.174, 2.856], [2.737, 0.900, 0.016], [2.383, 2.101, 1.285], [-0.418, -0.337, -0.221], [-0.849, -3.541, -3.822], [-1.111, -4.233, -3.213], [-1.758, -3.333, -4.051]],
  "smiles": "C=CC(=C)O.O",
  "energy_ha": -307.6084,
  "fmax_ev_per_a": 1.6,
  "lumo_energy_ha": 0.0267,
  "relative_energy_kj_mol": 273.1,
  "homo_ev": -9.284
}